A molecular structure, C4H7Br2ClNO5S2 at a distorted geometry. Source: OMol25; level of theory: ωB97M-V/def2-TZVPD.

```
! RIJCOSX wB97M-V def2-TZVPD def2/J DEFGRID3
* xyz -1 1
O 4.723 -0.321 0.452
C 4.316 -0.201 -0.636
Cl 4.073 -1.637 -1.697
C 3.955 1.247 -1.129
S 2.666 1.885 0.049
O 3.366 2.200 1.285
O 2.005 3.064 -0.486
N 1.687 0.577 0.370
S 0.443 0.413 -0.706
O -0.340 -0.773 -0.254
O -0.460 1.549 -0.786
H 3.501 1.217 -2.154
H 4.868 1.878 -1.133
H 0.850 0.110 -1.986
Br -4.435 -2.141 3.218
C -4.936 -1.115 1.636
C -4.243 -1.635 0.399
Br -2.359 -1.075 0.323
H -4.707 -0.074 1.848
H -6.018 -1.235 1.556
H -4.700 -1.211 -0.497
H -4.255 -2.721 0.330
*
```

Calculated values
Gap between HOMO and LUMO in eV: 8.81
HOMO energy in eV: -6.113


A molecular structure, C4H7Br2NO3 at a distorted geometry. Source: OMol25; level of theory: ωB97M-V/def2-TZVPD.

```
! RIJCOSX wB97M-V def2-TZVPD def2/J DEFGRID3
* xyz 0 1
C 1.261 -1.246 -1.496
C -1.474 -0.175 1.959
C 1.146 0.184 -1.100
C -2.102 -0.104 0.818
N 1.074 0.429 0.147
O 1.269 -0.345 1.137
O 0.903 1.857 0.474
O 0.912 1.185 -1.962
Br -2.563 -1.629 -0.181
Br -2.688 1.526 -0.038
H 1.207 -1.390 -2.536
H 0.499 -1.858 -1.077
H 2.179 -1.669 -1.085
H 0.184 1.851 1.216
H -1.462 0.627 2.746
H -1.024 -1.097 2.354
H 0.680 1.856 -1.377
*
```

Calculated values
Relative energy (zero: lowest compared OMol25 entry of this formula, charge and spin) in kcal per mole: 20.13
Gap between HOMO and LUMO (alpha / beta) in eV: 8.89 / 8.89
HOMO energy (alpha / beta) in eV: -8.535 / -8.534


A gas-phase ion, C4H7BrNO2 (charge -1) at a distorted geometry. Source: OMol25; level of theory: ωB97M-V/def2-TZVPD.

```
! RIJCOSX wB97M-V def2-TZVPD def2/J DEFGRID3
* xyz -1 1
C -0.627 -1.691 0.307
C 0.489 1.137 1.691
C -0.585 -0.347 -1.712
C 0.530 0.870 0.198
N -0.472 -0.317 -0.250
O -0.034 -1.987 1.319
O -1.389 -2.363 -0.386
Br 2.447 0.753 -0.729
H 1.467 1.104 2.010
H 0.068 2.081 2.015
H -0.182 0.341 2.169
H -1.522 0.035 -2.164
H 0.297 0.141 -2.146
H -0.663 -1.432 -1.956
H 0.176 1.677 -0.365
*
```

Calculated values
Relative energy (zero: lowest compared OMol25 entry of this formula, charge and spin) in kcal per mole: 54.62
Gap between HOMO and LUMO in eV: 7.59
HOMO energy in eV: -4.315
SMILES: C[C@@H](Br)N(C)C(=O)[O-]


A molecular structure, C4H7BrNO5P at a distorted geometry. Source: OMol25; level of theory: ωB97M-V/def2-TZVPD.

```
! RIJCOSX wB97M-V def2-TZVPD def2/J DEFGRID3
* xyz -2 1
C -2.817 -0.410 0.902
C -1.487 -1.027 1.411
C -0.390 -0.010 1.631
C 0.698 -0.248 0.530
N 0.211 -0.122 -0.746
O -2.792 0.709 0.294
O 1.791 2.343 0.388
O 2.928 0.544 1.905
O -3.904 -1.021 1.102
O 3.159 0.503 -0.684
P 2.212 0.919 0.652
Br 1.500 -2.052 0.523
H -1.773 -1.599 2.360
H -1.211 -1.806 0.650
H 0.056 -0.033 2.714
H -0.862 0.931 1.342
H -0.832 -0.098 -0.602
H 2.568 0.051 -1.251
H 0.426 0.834 -1.121
*
```

Calculated values
Relative energy (zero: lowest compared OMol25 entry of this formula, charge and spin) in kcal per mole: 0.00
Gap between HOMO and LUMO in eV: 7.04
HOMO energy in eV: -1.706


2 unconnected molecules or ions with the total composition C4H7BrO2 at a distorted geometry. Source: OMol25; level of theory: ωB97M-V/def2-TZVPD.

```
! RIJCOSX wB97M-V def2-TZVPD def2/J DEFGRID3
* xyz 0 1
C 2.101 0.192 -0.175
C -0.775 -1.401 -0.355
C -0.945 0.401 1.489
C -0.829 0.009 0.231
O 2.116 -0.645 0.689
O -0.690 0.915 -0.790
Br 3.880 0.709 -0.949
H 1.291 0.774 -0.693
H -1.680 -1.543 -0.998
H -0.749 -2.154 0.424
H 0.164 -1.483 -0.924
H -1.191 -0.335 2.187
H -0.934 1.468 1.622
H -1.320 1.699 -0.607
*
```

Calculated values
Relative energy (zero: lowest compared OMol25 entry of this formula, charge and spin) in kcal per mole: 23.87
Gap between HOMO and LUMO in eV: 9.94
HOMO energy in eV: -9.433
SMILES: C=C(C)O.O=CBr


A gas-phase ion, C4H7BrO2P (charge -1) at a distorted geometry. Source: OMol25; level of theory: ωB97M-V/def2-TZVPD.

```
! RIJCOSX wB97M-V def2-TZVPD def2/J DEFGRID3
* xyz -1 1
C -1.329 1.439 -2.039
C -1.372 0.614 -1.025
C 1.658 -0.916 1.316
C 0.483 -1.093 0.403
O 0.787 1.854 0.168
O -1.154 0.580 1.807
P -0.368 0.585 0.538
Br -2.630 -0.924 -1.103
H -2.111 1.288 -2.910
H -0.492 2.188 -1.998
H 2.493 -0.468 0.771
H 1.489 -0.211 2.017
H 1.899 -1.798 1.756
H -0.137 -1.765 0.827
H 0.784 -1.375 -0.528
*
```

Calculated values
Relative energy (zero: lowest compared OMol25 entry of this formula, charge and spin) in kcal per mole: 28.23
Gap between HOMO and LUMO in eV: 7.84
HOMO energy in eV: -4.636
SMILES: C=C(Br)[P@@](=O)([O-])CC


A single C4H7BrO2S molecule at a distorted geometry. Source: OMol25; level of theory: ωB97M-V/def2-TZVPD.

```
! RIJCOSX wB97M-V def2-TZVPD def2/J DEFGRID3
* xyz 0 1
C -1.070 -1.725 -0.243
C -0.100 -0.876 0.126
C 0.901 1.445 0.466
C -0.314 0.586 0.069
O -0.263 0.235 2.976
O -2.406 -0.415 2.098
S -1.320 0.473 2.072
Br -2.116 2.602 2.149
H -0.976 -2.865 -0.063
H -2.015 -1.406 -0.652
H 0.758 -1.083 0.774
H 1.518 0.802 1.081
H 1.364 1.725 -0.525
H 0.731 2.325 1.007
H -1.093 1.032 -0.631
*
```

Calculated values
Relative energy (zero: lowest compared OMol25 entry of this formula, charge and spin) in kcal per mole: 16.25
Gap between HOMO and LUMO in eV: 8.25
HOMO energy in eV: -9.300
SMILES: C=C[C@H](C)S(=O)(=O)Br


A single C4H7BrOS molecule at a distorted geometry. Source: OMol25; level of theory: ωB97M-V/def2-TZVPD.

```
! RIJCOSX wB97M-V def2-TZVPD def2/J DEFGRID3
* xyz 0 1
C 0.703 -0.873 0.626
C -0.770 -0.591 0.584
C 1.446 0.318 0.076
C -0.928 0.352 -0.567
O 0.619 1.138 -0.581
S -2.280 1.579 -0.519
Br -0.819 -0.585 -2.207
H 0.821 -1.059 1.739
H 0.965 -1.754 0.028
H -1.186 -1.661 0.428
H -1.048 -0.107 1.540
H 2.031 0.893 0.818
H 2.087 -0.110 -0.651
H -1.642 2.460 -1.314
*
```

Calculated values
Relative energy (zero: lowest compared OMol25 entry of this formula, charge and spin) in kcal per mole: 21.15
Gap between HOMO and LUMO in eV: 10.14
HOMO energy in eV: -9.445
SMILES: S[C@]1(Br)CCCO1


A molecular structure, C4H7CeO4 at a distorted geometry. Source: OMol25; level of theory: ωB97M-V/def2-TZVPD.

```
! RIJCOSX wB97M-V def2-TZVPD def2/J DEFGRID3
* xyz 0 2
C -2.698 1.335 0.898
O -3.670 1.362 0.232
O -2.142 1.441 1.945
Ce 1.531 0.515 2.444
O 1.423 1.571 0.326
C 0.674 1.232 -0.727
C -0.425 -0.146 -0.291
O 0.385 -1.033 0.478
C 1.253 -1.883 -0.238
H 1.265 0.890 -1.603
H -0.051 2.021 -1.014
H -0.619 -0.513 -1.313
H -1.385 -0.502 0.109
H 2.202 -1.893 0.313
H 0.821 -2.893 -0.306
H 1.437 -1.505 -1.256
*
```

Calculated values
Relative energy (zero: lowest compared OMol25 entry of this formula, charge and spin) in kcal per mole: 0.00
Gap between HOMO and LUMO (alpha / beta) in eV: 5.12 / 5.43
HOMO energy (alpha / beta) in eV: -5.130 / -5.444


A single C4H7Cl molecule at a distorted geometry. Source: OMol25; level of theory: ωB97M-V/def2-TZVPD.

```
! RIJCOSX wB97M-V def2-TZVPD def2/J DEFGRID3
* xyz 0 1
C -1.015 -1.124 -0.045
C -1.093 0.358 -0.432
C 0.054 1.003 -0.313
C 1.239 0.523 0.470
H -0.594 -1.699 -0.785
H -1.951 -1.473 0.220
H -0.268 -1.360 0.825
H -1.871 0.783 -1.116
H 0.341 1.938 -0.813
H 1.714 1.356 0.962
H 0.918 0.073 1.425
Cl 2.526 -0.378 -0.399
*
```

Calculated values
Relative energy (zero: lowest compared OMol25 entry of this formula, charge and spin) in kcal per mole: 20.25
Gap between HOMO and LUMO in eV: 10.80
HOMO energy in eV: -9.814
SMILES: C/C=C\CCl


Values of energy, in order: -6992.1582; -5584.9565; -2935.8993; -3503.0927; -2881.0547; -3222.5068; -3279.2072; -3203.9802; -932.4958; -616.7453, all in Eh.